{"formula": "C5H12NO", "method": "the ωB97M-V functional and the def2-TZVPD basis", "total_charge": 2, "multiplicity": 2, "total_energy_ha": -326.7987, "de_lowest_kcal_mol": 115.7, "gap_ev": [6.9543, 5.3284], "homo_energy_ev": [-18.2123, -18.2123], "symbols": ["H", "H", "C", "H", "C", "H", "H", "H", "H", "H", "N", "H", "H", "H", "O", "C", "C", "H", "C"], "xyz": [[-1.96, 1.02, -0.80], [2.43, 0.32, 0.67], [-2.35, -0.75, -0.72], [0.25, -1.17, -0.51], [0.07, -0.07, -0.70], [-3.40, -0.61, -0.78], [0.86, 2.41, 0.65], [1.01, 1.32, -2.18], [2.53, 3.13, 0.86], [-2.28, -1.69, -0.49], [-1.36, 0.12, -0.81], [-1.72, -4.36, 1.32], [1.94, 1.83, 1.99], [-2.64, -3.22, 1.40], [-1.71, -3.43, 1.10], [1.89, 2.17, 0.98], [1.04, 0.74, -1.08], [3.15, 1.22, -0.77], [2.27, 1.03, -0.12]], "lowdin_spin": [0.0007, 0.0116, 0.1038, 0.0152, 0.4019, 0.0042, 0.0015, 0.0290, 0.0032, 0.0050, 0.0379, 0.0000, -0.0005, 0.0000, -0.0001, 0.0340, 0.2698, 0.0101, 0.0725]}